No. 1
50
Properties=species:S:1:pos:R:3:forces:R:3 method="wB97M-V/def2-TZVPD" largest_force_ev_per_a=5.2 mol_weight_g_mol=602.4 e_lumo_ev="-9.81 / -13.55" charge=+3 homo_lumo_gap_ha="0.2313 / 0.1307" relative_energy_kj_mol=2.9 energy_ev=-94280.097 spin_multiplicity=5
Pt 0.1660 -0.8576 0.3347 0.6025 -1.1960 0.3396
C 1.1495 5.8592 -1.5989 0.0957 -0.0778 0.0759
O 2.3129 5.3282 -0.9087 -0.1125 0.7342 -0.3557
C 2.3144 4.1328 -0.4322 -0.2866 -0.8509 0.2431
C 3.5593 3.7756 0.2191 -0.1364 -0.0508 -0.0317
C 3.7021 2.5231 0.7976 0.0965 0.0640 0.0121
C 2.6884 1.5897 0.7399 -0.1334 -0.2942 0.0331
C 2.9229 0.2451 1.3384 -0.4471 -0.1632 -0.5335
C 3.9856 0.0269 2.3552 0.1140 -0.0976 0.1004
O 2.2627 -0.7436 0.9683 0.4315 0.4620 0.3596
C 1.4295 1.9500 0.0425 -0.6739 -1.5015 0.3364
O 0.4163 1.1341 -0.0535 0.8270 1.4997 -0.3262
C 1.2713 3.2122 -0.4959 0.3320 1.0461 -0.2611
H 1.4317 6.8597 -1.9031 0.0175 -0.0060 0.0098
H 0.3041 5.8940 -0.9137 0.0151 -0.0170 0.0178
H 0.9305 5.2438 -2.4700 0.0186 -0.0134 0.0044
H 4.3525 4.5122 0.2442 -0.0278 -0.0111 -0.0088
H 4.6393 2.2870 1.2813 -0.0184 0.0123 -0.0191
H 4.3928 0.9357 2.7841 -0.0171 -0.0218 0.0153
H 4.7922 -0.5575 1.9009 -0.0105 0.0533 0.0193
H 3.5639 -0.5898 3.1508 0.0334 0.0077 -0.0370
H 0.3309 3.4439 -0.9733 0.0334 0.0159 0.0022
N -6.8301 -0.7604 2.1307 0.4937 -0.6310 -1.7525
C -6.1812 -1.0970 1.0097 0.9551 1.7851 4.7354
O -6.6991 -1.5353 0.0119 -1.3505 -1.2096 -2.6614
C -4.6741 -0.9915 0.9294 0.4629 -0.0720 -0.4481
C -3.8451 -1.3689 1.9817 -0.6358 -0.1579 0.1278
C -2.4788 -1.3002 1.7975 0.1156 0.1614 -0.3439
N -1.9419 -0.8957 0.6339 -0.4934 0.1032 -0.3354
C -2.7457 -0.5316 -0.3838 0.5815 -0.0094 0.3351
C -4.1134 -0.5736 -0.2756 -0.6989 -0.0129 0.0310
H -7.8319 -0.8705 2.1754 -0.3063 -0.0015 0.0641
H -6.3683 -0.3056 2.8991 0.2630 0.1352 0.0930
H -4.2356 -1.7342 2.9215 -0.0030 -0.0334 0.0342
H -1.7966 -1.5818 2.5900 -0.0444 0.0283 -0.0380
H -2.2666 -0.2052 -1.3000 -0.0041 -0.0426 0.1160
H -4.7350 -0.2843 -1.1114 0.0327 0.0238 -0.0562
C 0.8477 -4.3451 -0.3335 0.0373 -0.0807 -0.1730
As 0.8587 -2.6648 -1.2807 -0.2392 0.5961 0.3379
C 2.6364 -2.4266 -1.9746 -0.0242 -0.0751 -0.0857
C -0.3297 -2.8566 -2.7851 0.1164 -0.1164 -0.0483
H 1.0621 -5.1337 -1.0574 0.0019 -0.0254 0.0787
H -0.1284 -4.5217 0.1143 0.0135 0.0080 -0.0194
H 1.6158 -4.3370 0.4373 -0.0117 0.0190 -0.0105
H 2.8036 -3.1877 -2.7377 0.0591 0.0189 0.0210
H 3.3568 -2.5479 -1.1688 -0.0152 0.0064 0.0092
H 2.7353 -1.4385 -2.4191 -0.0229 -0.0117 -0.0001
H 0.1308 -3.5512 -3.4893 -0.0947 0.0058 -0.0169
H -0.4820 -1.8970 -3.2749 0.0424 -0.0051 0.0154
H -1.2827 -3.2614 -2.4480 0.0155 -0.0003 -0.0050


No. 2
49
Properties=species:S:1:pos:R:3:forces:R:3 method="wB97M-V/def2-TZVPD" largest_force_ev_per_a=1.4 mol_weight_g_mol=606.4 e_lumo_ev="-8.23 / -8.61" charge=+2 homo_lumo_gap_ha="0.2099 / 0.1958" relative_energy_kj_mol=81.1 energy_ev=-105431.412
Au -1.3277 1.8733 -0.1183 0.5429 0.7244 -0.2538
Se -1.0578 0.3150 3.0886 1.1215 0.0027 0.1191
C -0.4251 0.0319 4.8058 -0.2681 -0.1307 -0.2543
C -1.1843 -0.7965 5.6600 0.1315 -0.2312 -0.2011
C -0.7429 -1.0279 6.9430 -0.0263 0.1061 0.1775
C 0.4548 -0.4626 7.3810 -0.1228 -0.0080 -0.1114
C 1.2167 0.3439 6.5315 0.0327 -0.0171 0.0324
C 0.7742 0.6126 5.2572 -0.0625 0.2607 -0.0461
H -2.0937 -1.2592 5.2998 0.0074 -0.0051 -0.0033
H -1.3247 -1.6504 7.6085 0.0068 0.0046 0.0091
H 0.7870 -0.6445 8.3942 0.0563 -0.0262 -0.0148
H 2.1487 0.7680 6.8785 -0.0187 0.0256 0.0306
H 1.3290 1.2664 4.5995 0.0508 -0.0402 -0.0079
N 0.9573 3.3852 1.6783 -0.0274 -0.2874 0.3383
C 0.6433 4.0782 0.5633 -0.0386 0.1924 -0.4445
C 1.1285 5.3884 0.3958 -0.0145 -0.0084 -0.0203
C 0.8364 6.0920 -0.7426 0.0282 -0.1568 0.1583
C 0.0700 5.4798 -1.7378 -0.1061 -0.0385 -0.0393
C -0.3954 4.2165 -1.5122 -0.0360 0.0890 -0.2572
N -0.1463 3.5122 -0.3756 0.3417 0.3128 0.3793
H 1.6003 3.8213 2.3147 0.0425 -0.0326 0.0356
H 0.9332 2.3764 1.6906 -0.0980 -0.0343 -0.0617
H 1.7400 5.8161 1.1783 0.0079 0.0144 -0.0054
H 1.2095 7.0988 -0.8695 -0.0001 0.0082 -0.0117
H -0.1750 5.9896 -2.6569 0.0064 -0.0378 -0.0260
H -0.9961 3.7128 -2.2560 -0.0362 -0.0079 0.0372
O 1.1955 0.0748 2.1859 -0.9435 0.6565 0.7139
S 1.7320 -0.9884 1.2185 0.4283 -0.4818 -0.1324
C 3.3876 -0.3556 0.7465 -0.1864 -0.1277 -0.1583
C 4.3268 -1.5346 0.9410 0.0375 -0.0834 0.1605
C 3.9504 -2.1301 2.2956 0.0455 0.0299 -0.0380
C 2.4371 -2.3186 2.2658 0.0152 0.0155 -0.1571
H 3.6027 0.4531 1.4457 -0.0895 0.0222 0.0324
H 3.3450 0.0264 -0.2712 -0.0608 0.0202 0.0143
H 5.3663 -1.2098 0.9162 -0.0228 0.0335 -0.0683
H 4.1859 -2.2742 0.1500 0.0457 0.0237 -0.0300
H 4.2300 -1.4405 3.0940 0.0016 -0.0107 0.0037
H 4.4575 -3.0760 2.4787 -0.0335 -0.0031 0.0309
H 1.9550 -2.2473 3.2395 -0.1119 0.0176 -0.0443
H 2.1544 -3.2564 1.7873 -0.0291 -0.0007 0.0170
C -6.0241 -0.2768 -0.4282 0.0104 -0.0028 -0.0182
C -4.7123 -1.0715 -0.5723 -0.6843 -0.1988 -0.1237
C -3.5716 -0.2214 -0.3524 0.4868 0.1854 0.1905
N -2.6858 0.4778 -0.1606 -0.6584 -0.7771 0.0358
H -6.8649 -0.9376 -0.6237 0.0258 -0.0377 0.0033
H -6.0659 0.5443 -1.1407 0.0142 0.0108 0.0071
H -6.1270 0.1205 0.5796 -0.0057 0.0199 -0.0083
H -4.6260 -1.5014 -1.5729 0.0597 -0.0016 0.0346
H -4.6864 -1.8932 0.1461 0.1342 0.0119 -0.0238


No. 3
55
Properties=species:S:1:pos:R:3:forces:R:3 method="wB97M-V/def2-TZVPD" largest_force_ev_per_a=4.7 mol_weight_g_mol=769.3 e_lumo_ev="-6.05 / -6.05" charge=+1 homo_lumo_gap_ha="0.1919 / 0.1918" relative_energy_kj_mol=233.3 energy_ev=-190877.419
Ir -1.6173 -2.2200 -1.5100 1.6170 1.1033 3.8778
Br -0.5067 -2.0894 3.5183 0.0787 -0.0324 0.1974
C 0.7228 -2.4811 2.1539 -1.0763 0.2507 -1.3875
C 2.0824 -2.5938 2.4038 0.7340 -0.2372 -0.4845
C 2.9724 -2.7753 1.3628 -0.1457 0.1168 0.1838
Br 4.8205 -2.8559 1.7591 -0.1133 -0.0355 -0.0482
C 2.5299 -2.8407 0.0108 -0.0219 -0.0192 0.4466
C 3.3724 -2.9636 -1.1091 -0.2202 0.0104 -0.3848
C 2.8221 -2.9708 -2.3703 0.0727 -0.0984 0.3389
C 1.4337 -2.8624 -2.5157 -0.2005 0.0307 -0.3839
N 0.6231 -2.7413 -1.4815 -2.1740 0.5997 -1.0013
C 1.1415 -2.7360 -0.2346 -0.5105 0.1344 1.5262
C 0.1986 -2.5400 0.8403 3.4258 -0.0764 0.7413
O -1.0258 -2.3359 0.5987 -3.4460 0.4877 -3.2135
H 2.4435 -2.5230 3.4196 0.0276 -0.0141 0.0224
H 4.4401 -3.0414 -0.9676 0.0570 -0.0081 -0.0066
H 3.4421 -3.0632 -3.2495 -0.0384 -0.0150 -0.0305
H 0.9764 -2.8664 -3.4968 -0.0071 0.0182 0.0194
C -2.6316 2.5522 3.3003 0.0638 0.2027 -0.2257
C -2.5438 2.9113 1.8204 -0.2365 -0.1033 0.0853
C -3.1446 1.8392 0.9099 0.3195 0.0211 0.1742
C -2.4814 0.4695 1.0783 -0.8347 0.2122 -0.1938
N -1.0401 0.5638 0.9475 0.4892 0.1173 -0.1432
C -0.3559 0.4785 -0.1755 0.4121 -0.0314 0.8310
S -1.1766 0.2065 -1.6927 -0.6163 -2.2446 -0.4359
N 0.9690 0.6259 -0.1735 -0.4374 0.1031 0.2121
C 1.7992 0.6529 -1.3632 0.2340 0.1676 -0.7176
C 1.9017 2.0350 -2.0192 0.3265 -0.1721 0.2743
C 2.7181 3.0524 -1.2198 -0.2751 0.0198 -0.0692
C 1.9978 3.6080 0.0057 0.2038 0.0106 -0.1263
H -2.2762 3.3802 3.9087 0.0257 -0.0133 0.1183
H -2.0345 1.6743 3.5441 0.0453 -0.1000 0.1333
H -3.6644 2.3496 3.5731 -0.0871 -0.0762 0.1149
H -1.5024 3.0993 1.5427 -0.0031 0.1002 -0.0485
H -3.0924 3.8398 1.6568 0.1121 0.0477 -0.0748
H -3.0536 2.1551 -0.1304 -0.0911 -0.0407 -0.0792
H -4.2029 1.7200 1.1383 -0.1059 -0.0100 -0.0797
H -2.8717 -0.2230 0.3327 0.0952 0.0098 0.2446
H -2.6937 0.0665 2.0675 0.1115 -0.1299 -0.0602
H -0.5529 0.7918 1.8072 0.1545 -0.1225 -0.1347
H 1.4120 0.9754 0.6672 -0.1722 -0.1575 0.0540
H 1.3728 -0.0495 -2.0831 0.1849 0.0099 0.1927
H 2.7933 0.3063 -1.0736 -0.0464 -0.0670 0.0156
H 0.8975 2.4213 -2.2019 -0.0836 0.0172 -0.0898
H 2.3808 1.8917 -2.9889 -0.0640 -0.0512 -0.0640
H 2.9499 3.8868 -1.8830 0.0737 -0.0233 0.0010
H 3.6680 2.6029 -0.9224 0.0919 0.0439 -0.0607
H 0.9754 3.8838 -0.2435 -0.1495 0.0466 0.0336
H 2.5073 4.4991 0.3615 -0.0045 0.0593 0.1328
H 1.9789 2.8992 0.8323 -0.0271 0.0196 0.1527
F -5.2251 -1.7993 -2.9182 -0.2904 0.3582 -0.5202
B -4.4907 -2.5496 -2.1066 0.0783 -0.0593 -0.1695
F -3.2416 -3.0090 -2.8129 0.8125 0.0076 -0.5640
F -3.8448 -1.7184 -1.1044 1.8836 0.2847 0.4397
F -5.0703 -3.5885 -1.5162 -0.2523 -0.6728 0.2337


No. 4
63
Properties=species:S:1:pos:R:3:forces:R:3 method="wB97M-V/def2-TZVPD" largest_force_ev_per_a=1.9 mol_weight_g_mol=811.1 e_lumo_ev="3.90 / 3.90" charge=-2 homo_lumo_gap_ha="0.1665 / 0.1667" relative_energy_kj_mol=32.8 energy_ev=-133476.158 spin_multiplicity=4
Nd 0.3877 -0.5037 -0.4046 0.2734 -1.1246 -0.4986
O 4.1414 -6.8744 -1.0767 0.1942 -0.4415 -0.0483
C 3.5497 -5.8248 -0.9430 -0.1457 0.4672 0.0038
S 4.2234 -4.2499 -1.3244 -0.0640 0.0602 0.0733
C 2.8448 -3.2280 -0.8506 -0.1690 -0.6753 0.1364
C 1.7452 -3.8933 -0.4143 0.6911 -0.2383 -0.2683
S 0.1950 -3.3472 0.1352 -0.3439 0.4336 0.1952
S 1.9102 -5.6654 -0.3519 -0.1643 0.0212 0.0169
S 3.1764 -1.5424 -1.0076 -0.3495 0.5552 0.1253
N -1.3258 4.0846 -0.6599 0.4493 0.1686 -0.0605
C -2.0280 2.7833 -0.5346 -0.0149 -1.1179 0.0315
C -3.4929 2.9886 -0.2738 -0.3098 0.0466 0.0670
P -1.2339 2.0622 0.9773 0.1099 0.8412 -0.1025
O 0.3373 2.2791 0.4573 -0.8517 -0.5918 0.2372
O -1.4892 3.1053 2.0147 -0.0700 0.1092 0.0902
O -1.5591 0.6228 1.1334 0.1991 -0.2147 -0.2233
P -1.6796 1.7874 -2.0641 0.0328 1.4800 -0.5876
O -0.2207 2.4994 -2.3807 -0.8623 -0.4498 0.0261
O -2.6537 2.1709 -3.1102 -0.2052 0.0346 0.0363
O -1.4940 0.3635 -1.6631 -0.0787 -0.0140 -0.0044
H -1.1476 4.3730 0.3204 -0.0005 0.2913 -0.3020
H -1.8547 4.7662 -1.2065 0.0998 -0.1050 0.1420
H -0.4537 3.8040 -1.1670 -0.0697 0.4610 0.1824
H -3.6374 3.6467 0.5862 -0.0415 -0.0288 0.0171
H -3.9256 2.0202 -0.0326 -0.1622 -0.0376 -0.0089
H -3.9980 3.3825 -1.1576 -0.0024 -0.0244 -0.0415
H 0.8156 2.0781 1.2808 0.6432 -0.1150 0.1935
H 0.4244 1.7632 -2.5809 0.3611 0.0684 -0.0687
C -0.3983 -2.0896 4.5262 0.2576 0.2150 -0.2583
C 0.7372 -1.1652 4.0821 0.2530 0.0208 0.4243
C 1.9993 -1.5655 4.8685 -0.2512 0.1232 -0.2684
O 1.0143 -1.4052 2.7114 0.2033 -0.3945 -0.1218
B 1.1838 -0.2542 1.9603 -0.2154 0.5531 1.8019
O 0.8639 0.8356 2.8477 0.5659 0.0792 -0.1687
C 0.4050 0.3668 4.1179 -0.2922 0.0545 0.5678
C 1.1165 1.1526 5.2290 -0.1003 -0.1857 -0.4031
C -1.0991 0.6492 4.2288 0.3142 -0.0408 -0.1812
H -0.0669 -3.1197 4.4134 0.0242 -0.0793 0.0048
H -1.2693 -1.9521 3.8948 -0.1482 0.0039 0.0132
H -0.6522 -1.9061 5.5703 -0.0966 -0.0076 0.0801
H 2.2052 -2.6084 4.6328 0.0728 -0.0342 -0.0005
H 1.8610 -1.4683 5.9460 -0.0055 0.0480 0.0715
H 2.8534 -0.9718 4.5516 0.0879 0.0423 0.0069
H 2.1957 1.1182 5.1022 0.0835 -0.0325 0.0451
H 0.8502 0.7558 6.2098 0.0082 0.0086 0.0715
H 0.7976 2.1928 5.1701 -0.0086 0.0611 0.0342
H -1.6380 0.1462 3.4329 -0.0828 -0.0506 -0.0147
H -1.2665 1.7152 4.0972 -0.0160 0.1083 0.0149
H -1.4849 0.3352 5.1972 -0.0395 -0.0428 0.1303
Cl -1.1519 -0.2301 -8.8975 -0.1053 -0.0032 -0.3451
C -0.6497 -0.3419 -7.2374 0.0886 -0.0512 0.2591
C 0.6998 -0.2894 -6.9385 0.0460 0.0541 0.0145
C 1.0960 -0.3369 -5.6115 -0.1039 0.0115 0.2059
C 0.1499 -0.4698 -4.6053 -0.0465 -0.0615 0.1754
C -1.1973 -0.5656 -4.9289 0.0730 0.0221 0.0152
C -1.6058 -0.4852 -6.2477 0.0204 0.0078 -0.0581
C 0.5353 -0.5708 -3.1463 0.1861 -0.3816 -1.3586
O 1.1879 0.3891 -2.6293 0.0309 0.3006 0.2731
O 0.1756 -1.5828 -2.5393 0.0255 -0.3145 -0.3020
H 1.4286 -0.2092 -7.7306 0.0382 0.0266 -0.0799
H 2.1396 -0.2982 -5.3392 0.1463 0.0559 -0.0364
H -1.9183 -0.6843 -4.1345 -0.0688 -0.0048 0.0694
H -2.6519 -0.5382 -6.5051 -0.0932 0.0287 -0.0419